# 1
The following is a quantum chemistry calculation of a 11-piece molecular cluster, C33H66O21 overall, from the OMol25 dataset.

Atoms and positions in Å:
C: -0.05 -11.73 25.34
O: -1.32 -11.34 25.74
C: -2.39 -12.20 25.82
O: -2.46 -13.43 25.59
O: -3.46 -11.32 25.99
C: -4.84 -11.74 26.13
H: 0.07 -12.43 24.52
H: 0.45 -12.06 26.25
H: 0.54 -10.89 24.98
H: -4.82 -12.50 26.92
H: -5.12 -12.17 25.17
H: -5.50 -10.93 26.46
C: -4.07 -16.22 15.06
O: -3.52 -15.34 16.03
C: -3.97 -15.47 17.30
O: -4.88 -16.20 17.68
O: -3.44 -14.45 17.93
C: -3.44 -14.33 19.33
H: -3.67 -15.94 14.09
H: -5.16 -16.19 15.11
H: -3.87 -17.26 15.35
H: -3.58 -15.29 19.82
H: -4.32 -13.75 19.61
H: -2.56 -13.84 19.74
C: -0.20 -23.43 27.09
O: -0.61 -22.17 26.57
C: -1.78 -22.06 25.84
O: -2.41 -23.08 25.39
O: -2.08 -20.79 25.77
C: -3.01 -20.34 24.66
H: -0.82 -23.82 27.89
H: 0.76 -23.26 27.57
H: 0.07 -24.10 26.27
H: -4.07 -20.57 24.83
H: -2.75 -20.79 23.71
H: -3.06 -19.26 24.57
C: -8.10 -15.72 9.55
O: -7.74 -15.34 8.22
C: -6.42 -15.50 7.91
O: -5.51 -15.90 8.64
O: -6.31 -15.26 6.58
C: -5.09 -15.66 5.90
H: -9.19 -15.73 9.60
H: -7.63 -15.16 10.35
H: -7.84 -16.78 9.59
H: -5.02 -15.60 4.81
H: -4.96 -16.72 6.12
H: -4.25 -15.03 6.18
C: 1.10 -10.31 15.90
O: 0.52 -10.38 17.18
C: 0.20 -9.33 17.85
O: 0.26 -8.14 17.43
O: -0.28 -9.76 19.05
C: -1.22 -9.06 19.82
H: 1.93 -9.61 15.81
H: 0.47 -9.83 15.15
H: 1.23 -11.31 15.48
H: -2.02 -8.59 19.24
H: -0.76 -8.21 20.33
H: -1.61 -9.71 20.60
C: -12.84 -19.59 15.56
C: -11.55 -18.71 15.48
O: -11.52 -17.86 14.61
C: -10.58 -18.80 16.65
H: -12.67 -20.63 15.30
H: -13.61 -19.26 14.87
H: -13.13 -19.50 16.61
H: -10.11 -17.83 16.79
H: -9.76 -19.51 16.50
H: -10.99 -19.10 17.61
C: -3.08 -9.89 9.64
C: -3.37 -9.45 11.08
O: -3.79 -8.39 11.23
C: -3.26 -10.46 12.25
H: -1.99 -9.85 9.65
H: -3.33 -9.16 8.88
H: -3.30 -10.94 9.44
H: -2.37 -11.09 12.17
H: -4.10 -11.15 12.28
H: -3.30 -9.80 13.12
C: -2.30 -23.11 8.00
C: -2.85 -21.72 7.82
O: -2.89 -21.24 6.73
C: -3.11 -21.00 9.08
H: -1.27 -23.11 8.34
H: -2.40 -23.61 7.03
H: -2.75 -23.75 8.75
H: -2.69 -21.49 9.96
H: -4.16 -20.84 9.30
H: -2.66 -20.02 8.91
C: -4.47 -23.16 16.55
C: -4.28 -22.90 15.08
O: -3.32 -22.25 14.66
C: -5.23 -23.43 13.98
H: -3.64 -22.76 17.13
H: -4.57 -24.23 16.73
H: -5.34 -22.58 16.85
H: -4.76 -24.22 13.38
H: -5.24 -22.54 13.36
H: -6.20 -23.74 14.37
C: -11.62 -15.80 22.04
C: -10.13 -15.58 21.88
O: -9.72 -14.54 21.52
C: -9.27 -16.73 22.40
H: -12.10 -16.36 21.23
H: -12.15 -14.85 22.06
H: -11.79 -16.30 23.00
H: -9.06 -16.68 23.47
H: -8.30 -16.65 21.92
H: -9.76 -17.67 22.14
C: -6.97 -9.21 16.77
C: -8.11 -10.14 16.38
O: -9.12 -9.62 15.97
C: -7.74 -11.59 16.35
H: -7.37 -8.33 17.27
H: -6.49 -8.95 15.83
H: -6.39 -9.79 17.50
H: -6.79 -11.62 15.83
H: -8.54 -12.16 15.88
H: -7.55 -11.92 17.37

Results
LUMO = 0.0 eV
frontier orbital gap = 9.307 eV
structure (SMILES) = COC(=O)OC.COC(=O)OC.COC(=O)OC.COC(=O)OC.COC(=O)OC.CC(C)=O.CC(C)=O.CC(C)=O.CC(C)=O.CC(C)=O.CC(C)=O
ΔE to the lowest compared entry with this formula, charge and spin = 540.6 kJ/mol

=====

# 2
The following is a quantum chemistry calculation of C33H66O30S3 as an isolated structure, from the OMol25 dataset.

Atoms and positions in Å:
C: 0.34 -2.34 -3.58
C: -1.17 -2.06 -3.43
O: -1.58 -1.38 -4.69
S: -0.36 -0.80 -5.37
O: -0.04 0.47 -4.75
O: -0.49 -0.91 -6.77
O: 0.64 -1.84 -4.82
H: 0.52 -3.43 -3.55
H: 0.94 -1.95 -2.79
H: -1.34 -1.42 -2.58
H: -1.81 -2.96 -3.32
C: -1.71 0.18 3.63
C: -3.00 0.47 2.75
O: -4.06 0.14 3.61
S: -3.60 -0.84 4.76
O: -4.20 -2.17 4.59
O: -3.80 -0.13 5.99
O: -2.15 -0.96 4.32
H: -1.40 0.86 4.42
H: -0.92 -0.25 3.04
H: -3.09 -0.17 1.88
H: -2.99 1.51 2.49
C: 0.06 1.74 -0.17
C: 0.64 0.83 -1.21
O: 0.36 -0.47 -0.74
S: 0.54 -0.56 0.79
O: 1.92 -0.82 1.11
O: -0.48 -1.46 1.27
O: 0.17 0.88 1.08
H: -1.02 1.94 -0.23
H: 0.64 2.66 -0.02
H: 1.66 0.89 -1.41
H: 0.09 0.89 -2.14
C: 3.81 -3.91 2.96
C: 4.87 -4.47 2.00
C: 6.20 -4.40 2.82
O: 6.03 -3.33 3.74
C: 4.63 -3.26 4.05
H: 3.18 -4.71 3.38
H: 3.05 -3.19 2.54
H: 4.82 -3.91 1.06
H: 4.63 -5.49 1.71
H: 7.10 -4.22 2.22
H: 6.39 -5.31 3.41
H: 4.46 -2.22 4.28
H: 4.45 -3.80 4.96
C: -0.69 3.70 -3.01
C: -1.91 4.64 -2.61
C: -2.20 5.21 -4.01
O: -0.88 5.43 -4.52
C: -0.19 4.22 -4.36
H: -1.06 2.69 -3.24
H: 0.06 3.70 -2.19
H: -1.53 5.46 -2.04
H: -2.64 4.07 -2.04
H: -2.67 6.19 -3.99
H: -2.77 4.48 -4.63
H: 0.88 4.47 -4.37
H: -0.38 3.45 -5.11
C: -5.67 -2.03 -0.13
C: -4.66 -2.31 1.03
C: -3.27 -2.37 0.29
O: -3.63 -2.60 -1.07
C: -5.01 -2.81 -1.23
H: -5.81 -0.94 -0.37
H: -6.62 -2.48 0.13
H: -4.89 -3.23 1.58
H: -4.59 -1.46 1.71
H: -2.62 -3.12 0.71
H: -2.86 -1.37 0.31
H: -5.24 -3.87 -1.08
H: -5.24 -2.55 -2.27
C: 0.88 -2.19 4.45
O: 1.97 -1.51 5.06
C: 1.86 -0.20 5.20
O: 0.85 0.46 4.98
O: 3.00 0.30 5.64
C: 2.96 1.69 6.04
H: -0.02 -1.93 4.99
H: 1.12 -3.26 4.59
H: 0.83 -1.94 3.37
H: 2.06 1.83 6.67
H: 2.83 2.27 5.15
H: 3.92 1.79 6.60
C: -5.22 2.37 0.64
O: -5.22 2.28 -0.77
C: -4.33 1.43 -1.26
O: -3.41 0.95 -0.67
O: -4.46 1.36 -2.60
C: -3.59 0.32 -3.20
H: -5.21 1.40 1.12
H: -6.16 2.83 0.90
H: -4.30 2.89 0.98
H: -3.63 -0.62 -2.67
H: -2.53 0.66 -3.19
H: -3.97 0.24 -4.22
C: 1.07 -4.53 0.53
O: 0.22 -5.58 0.04
C: -0.48 -5.15 -0.99
O: -0.36 -4.05 -1.51
O: -1.40 -6.07 -1.30
C: -2.24 -5.67 -2.31
H: 1.72 -4.17 -0.29
H: 1.68 -4.94 1.29
H: 0.53 -3.66 0.77
H: -1.81 -5.82 -3.32
H: -2.64 -4.66 -2.14
H: -3.13 -6.28 -2.18
C: 4.99 3.49 -1.39
O: 4.92 3.09 -2.74
C: 3.67 2.79 -3.13
O: 2.70 2.71 -2.38
O: 3.74 2.64 -4.47
C: 2.54 2.08 -5.06
H: 6.01 3.85 -1.22
H: 4.91 2.64 -0.77
H: 4.35 4.34 -1.19
H: 2.66 1.03 -5.25
H: 2.33 2.61 -5.97
H: 1.74 2.07 -4.32
C: 3.05 2.09 1.76
O: 3.58 3.41 2.04
C: 3.00 4.42 1.39
O: 2.05 4.18 0.63
O: 3.56 5.62 1.44
C: 2.91 6.71 0.73
H: 3.77 1.40 2.17
H: 2.92 2.01 0.68
H: 2.07 2.01 2.19
H: 3.34 7.64 1.10
H: 1.85 6.75 0.90
H: 3.04 6.61 -0.35

Results
LUMO = 0.3 eV
frontier orbital gap = 9.773 eV

=====

What did we get for largest force on an atom? Answer: 5.5, 4.5 eV/A, in the order shown.